Formula: C18H44BaNO8
Source: the Open Molecules 2025 dataset
Level of theory: wB97M-V/def2-TZVPD

Each line ends with the Löwdin charge.
CARTESIAN COORDINATES (ANGSTROEM)
Ba  2.719279  -4.019267  4.977221  1.8467
O  0.367454  0.887630  1.587824  0.0985
C  0.846971  -0.317528  1.856019  -0.9255
O  0.939745  -1.160565  0.947723  -0.0770
O  1.221434  -0.673042  2.971215  -0.0934
H  0.234746  0.811440  0.640088  0.0907
C  -2.249335  -3.641208  5.248618  -0.0566
C  -2.030046  -4.650311  6.414924  -0.2829
O  -0.662495  -4.672472  6.755828  -0.1526
H  -3.301551  -3.445025  5.042611  0.0822
H  -1.814375  -3.953709  4.299275  0.0669
H  -1.794809  -2.666932  5.428358  0.0742
H  -2.237940  -5.667529  6.083010  0.1128
H  -2.519904  -4.413326  7.359367  0.1193
H  -0.461382  -5.348041  7.407564  0.0796
C  4.136601  -5.564342  -1.106702  -0.0805
C  4.870111  -4.670466  -0.152780  -0.3590
O  3.993364  -4.308643  0.853554  -0.1095
H  4.770895  -5.808991  -1.958712  0.0816
H  3.354037  -4.953556  -1.556835  0.0798
H  3.716674  -6.441001  -0.613503  0.0822
H  5.211004  -3.714149  -0.549447  0.1210
H  5.769425  -5.190988  0.176436  0.1117
H  3.417394  -3.632309  0.489633  0.0906
C  1.345400  5.818177  3.346087  -0.0868
C  2.516259  4.836526  3.644750  -0.3176
O  2.714219  4.036842  2.501830  -0.0871
H  1.695224  6.636569  2.716823  0.0715
H  1.013190  6.088606  4.348386  0.0656
H  0.508889  5.312970  2.863263  0.0667
H  2.148671  4.207000  4.455108  0.0982
H  3.390439  5.410967  3.951215  0.1111
H  1.910748  3.529910  2.363811  0.0713
C  -2.622771  -4.826815  -1.762557  -0.0886
C  -2.286038  -4.937924  -0.304271  -0.3189
O  -0.854103  -4.909756  -0.103180  -0.1033
H  -1.943228  -4.123102  -2.243297  0.0806
H  -3.674416  -4.565566  -1.880414  0.0748
H  -2.574042  -5.812909  -2.224474  0.0732
H  -2.669337  -5.855596  0.141907  0.1040
H  -2.758587  -4.158738  0.293784  0.1042
H  -0.554700  -4.012147  0.058890  0.0676
C  0.273935  3.332305  -4.572186  -0.0302
C  0.387739  3.076005  -3.014406  -0.4696
C  0.063966  4.413949  -2.292527  -0.1373
C  -1.456041  4.687272  -2.290151  -0.1761
C  -2.263090  3.452588  -1.765691  -0.1308
C  -1.978040  2.147108  -2.515001  -0.4599
N  -0.487383  1.979133  -2.580855  -0.1229
O  -0.118988  0.760543  -3.119339  -0.0154
C  -2.616554  0.934370  -1.743035  -0.0255
C  -2.665121  2.298496  -3.917076  -0.0332
C  1.882497  2.722042  -2.741150  -0.0343
H  -0.744673  3.576489  -4.873680  0.0522
H  0.883457  4.176967  -4.893321  0.0794
H  0.595205  2.494901  -5.191565  0.0784
H  0.375838  4.445076  -1.248565  0.1120
H  0.540068  5.280299  -2.751717  0.1160
H  -1.592985  5.563854  -1.656951  0.1021
H  -1.734292  5.128050  -3.247431  0.0984
H  -3.328245  3.680740  -1.804343  0.1173
H  -2.014752  3.368684  -0.707685  0.1140
H  -3.676218  1.160206  -1.623785  0.0794
H  -2.154316  0.771468  -0.769443  0.0696
H  -2.482469  -0.028525  -2.235933  0.0733
H  -3.688747  1.924900  -3.890056  0.0764
H  -2.109681  1.767245  -4.689956  0.0796
H  -2.764250  3.336158  -4.235706  0.0650
H  2.565468  3.570737  -2.778125  0.0847
H  1.988874  2.317807  -1.734480  0.0748
H  2.154118  1.928725  -3.437557  0.0724
H  0.361568  0.271725  -2.447234  0.1032

Force components x, y, z for each atom (eV/Å):
-0.93 0.95 -1.01
-0.25 1.15 0.34
1.09 -3.55 -0.77
-0.61 0.01 -2.62
0.51 0.95 4.17
-0.27 0.40 -0.49
0.13 -0.11 0.58
-0.39 0.17 -0.91
2.83 0.52 -0.34
-0.04 -0.23 0.23
0.05 -0.52 0.09
-0.01 0.02 0.47
-0.77 0.09 0.00
-0.77 0.15 -0.46
-0.47 -0.07 0.11
0.09 0.80 -1.23
0.87 -0.11 -1.12
-0.86 0.18 2.66
0.10 -0.47 0.12
-0.46 -0.29 0.07
0.13 0.06 -0.11
0.30 -0.27 -0.85
-0.14 0.08 0.82
-0.25 0.14 0.04
0.91 -0.54 0.83
-2.34 0.37 -0.67
1.21 -0.16 -0.21
-0.26 0.15 0.25
-0.27 0.87 -0.20
0.11 -0.13 -0.07
0.44 -0.10 0.41
0.23 -0.44 -0.32
-0.05 -0.11 -0.04
-0.53 -0.58 -0.06
0.59 0.33 0.72
-0.34 -0.52 0.27
-0.30 -0.01 -0.15
0.04 0.48 -0.08
0.50 0.07 -0.21
0.22 -0.25 -0.17
0.07 0.37 -0.11
-0.17 0.25 -0.11
-0.18 0.20 0.30
1.06 1.00 -1.58
-1.40 -0.52 0.14
0.43 0.02 0.25
0.62 1.13 -0.07
0.19 -0.16 -0.63
-0.65 1.14 2.22
-0.05 -0.61 -1.35
0.71 0.65 -0.41
0.13 -0.37 0.18
-0.96 -0.66 0.32
0.06 -0.01 0.13
0.19 0.10 0.26
-0.03 -0.29 0.32
0.29 -0.54 0.10
0.31 -0.33 -0.33
-0.30 -0.19 0.52
-0.38 -0.74 -0.39
-0.11 -0.15 -0.12
0.12 -0.25 0.13
-0.01 -0.18 0.08
0.00 0.45 0.20
-0.16 0.22 -0.48
0.01 -0.23 0.08
-0.12 -0.15 0.06
0.25 0.05 0.12
-0.25 0.08 -0.44
-0.10 -0.07 0.18
0.38 0.18 -0.01
-0.02 0.13 0.37

Summary:
Strongest force on any atom = 4.31 eV/A
Highest occupied orbital energy = -9.0 eV
Charge = +1
LUMO energy = -6.301 eV
ΔE to the lowest compared entry with this formula, charge and spin = 103.0 kcal/mol
Orbital gap = 0.1009 Ha
2S+1 = 1